Entry 1:
92
Properties=species:S:1:pos:R:3:mulliken_spin:R:1 method="wB97M-V/def2-TZVPD" de_lowest_kj_mol=85.53 total_charge=-2 multiplicity=2 gap_ev="5.32 / 5.33" homo_ha="-0.03919 / -0.03945"
Cu -0.520 -1.258 -0.522 0.63
C 0.054 3.163 0.933 0.00
Si -1.776 3.118 0.526 0.00
C -2.745 2.580 2.053 0.00
C -2.480 4.803 -0.012 0.00
C -2.658 6.060 0.567 0.00
C -3.408 7.026 -0.088 0.00
C -3.987 6.743 -1.324 0.00
C -3.811 5.497 -1.911 0.00
C -3.056 4.516 -1.266 0.00
Si -2.584 2.676 -1.641 0.00
C -4.239 1.847 -1.969 0.00
C -1.420 2.816 -3.104 0.00
H 0.220 3.715 1.862 0.00
H 0.631 3.641 0.139 0.00
H 0.431 2.148 1.066 0.00
H -2.183 2.829 2.957 0.00
H -2.922 1.503 2.048 0.00
H -3.709 3.090 2.090 0.00
H -2.221 6.291 1.534 0.00
H -3.555 8.001 0.363 0.00
H -4.582 7.501 -1.823 0.00
H -4.268 5.296 -2.876 0.00
H -4.812 2.484 -2.648 0.00
H -4.794 1.760 -1.033 0.00
H -4.156 0.860 -2.417 0.00
H -1.920 3.369 -3.903 0.00
H -1.127 1.840 -3.480 0.00
H -0.532 3.378 -2.804 0.00
C 4.820 2.380 0.345 0.00
O 5.694 1.482 1.009 0.00
C 5.686 0.176 0.593 0.00
C 6.414 -0.719 1.371 0.00
C 6.439 -2.060 1.042 0.00
C 5.722 -2.553 -0.045 0.00
C 5.047 -1.640 -0.855 0.00
C 5.023 -0.288 -0.539 0.00
N 5.860 -3.951 -0.325 0.00
N 4.947 -4.649 -0.827 0.00
C 3.604 -4.249 -0.941 0.00
C 3.051 -4.536 -2.185 0.00
C 1.864 -3.932 -2.613 0.01
C 1.171 -3.077 -1.755 0.03
O 0.189 -2.303 -2.095 0.07
C 1.580 -3.059 -0.367 -0.05
N 0.662 -2.512 0.453 0.13
C 0.997 -2.157 1.816 0.00
C 2.366 -2.619 2.229 0.02
C 3.184 -3.287 1.407 0.00
C 2.830 -3.536 0.016 0.02
H 4.926 3.336 0.854 0.00
H 3.781 2.051 0.415 0.00
H 5.097 2.503 -0.707 0.00
H 6.938 -0.343 2.240 0.00
H 6.996 -2.762 1.652 0.00
H 4.515 -1.987 -1.730 0.00
H 4.459 0.382 -1.172 0.00
H 3.640 -5.142 -2.863 0.00
H 1.506 -4.055 -3.628 0.00
H 0.248 -2.595 2.496 0.00
H 2.676 -2.395 3.245 0.00
H 4.145 -3.621 1.781 0.00
C -2.668 -0.917 4.237 0.00
N -1.490 -0.688 3.436 0.00
C -0.335 -0.196 4.025 0.00
C 0.792 -0.103 3.327 -0.01
C 0.772 -0.608 1.912 -0.01
N -0.542 -0.386 1.302 0.10
C -1.625 -0.666 2.027 0.01
O -2.756 -0.876 1.564 0.00
N 1.778 0.106 1.120 0.01
H -2.367 -1.304 5.212 0.00
H -3.299 -1.645 3.736 0.00
H -3.261 -0.005 4.382 0.00
H -0.432 0.136 5.052 0.00
H 1.681 0.363 3.727 0.00
H 2.627 -0.457 1.101 0.00
H 1.454 0.156 0.157 -0.01
Br -2.287 -3.015 -5.041 0.00
C -2.938 -3.062 -3.255 0.00
C -3.524 -4.257 -2.866 0.00
C -4.009 -4.407 -1.575 0.00
C -3.904 -3.357 -0.678 0.00
C -3.302 -2.174 -1.075 0.00
C -2.796 -2.007 -2.364 0.00
C -2.146 -0.675 -2.697 0.00
O -2.244 -0.228 -3.830 0.01
O -1.614 -0.065 -1.690 0.03
H -3.583 -5.071 -3.575 0.00
H -4.454 -5.349 -1.276 0.00
H -4.268 -3.455 0.337 0.00
H -3.210 -1.358 -0.366 0.00

***

Entry 2:
118
Properties=species:S:1:pos:R:3:mulliken_charge:R:1 method="wB97M-V/def2-TZVPD" total_charge=-1 gap_ev=6.64 homo_ha=-0.15097
Sn -0.042 -0.719 2.030 1.79
C 1.837 -0.687 4.836 -1.39
N 0.942 0.286 4.225 1.16
C -0.267 0.445 5.013 -1.32
C 1.621 1.546 3.956 -1.42
C 0.907 2.435 2.938 -1.03
N 0.813 1.868 1.592 1.34
C 2.140 1.926 0.960 -1.88
C 2.358 1.165 -0.319 0.22
C 2.853 1.814 -1.442 0.01
C 3.313 1.104 -2.542 -0.58
C 3.266 -0.290 -2.457 -0.18
C 2.782 -0.985 -1.360 -0.55
C 2.280 -0.238 -0.262 0.29
O 1.812 -0.818 0.821 -0.69
C 2.853 -2.514 -1.295 2.56
C 3.729 -2.929 -0.100 -1.37
C 1.446 -3.114 -1.134 -1.48
C 3.478 -3.122 -2.555 -2.45
C 3.944 1.751 -3.772 2.42
C 5.420 1.325 -3.865 -1.80
C 3.912 3.279 -3.704 -1.74
C 3.213 1.301 -5.045 -1.79
C -0.183 2.644 0.831 -1.87
C -0.680 2.111 -0.488 0.88
C -0.577 2.891 -1.626 -0.35
C -1.230 2.560 -2.808 -0.88
C -2.003 1.403 -2.798 0.12
C -2.167 0.600 -1.675 -0.94
C -1.472 0.940 -0.482 0.78
O -1.581 0.260 0.636 -0.89
C -3.185 -0.547 -1.690 2.76
C -4.309 -0.197 -0.699 -1.60
C -2.521 -1.880 -1.309 -1.52
C -3.838 -0.740 -3.062 -2.48
C -1.177 3.503 -4.010 2.57
C 0.274 3.698 -4.462 -1.27
C -1.973 2.981 -5.209 -2.41
C -1.778 4.861 -3.609 -1.84
H 2.176 -0.368 5.835 0.34
H 2.707 -0.833 4.195 0.31
H 1.324 -1.646 4.914 0.34
H -0.062 0.884 6.003 0.31
H -0.732 -0.533 5.146 0.43
H -0.976 1.085 4.487 0.23
H 2.614 1.299 3.581 0.52
H 1.753 2.130 4.884 0.43
H 1.431 3.407 2.917 0.34
H -0.107 2.633 3.288 0.53
H 2.841 1.493 1.678 0.60
H 2.430 2.982 0.810 0.19
H 2.894 2.898 -1.425 0.25
H 3.650 -0.853 -3.297 0.42
H 3.282 -2.577 0.827 -0.09
H 4.730 -2.500 -0.197 0.32
H 3.819 -4.018 -0.055 0.48
H 1.024 -2.855 -0.166 -0.11
H 1.490 -4.204 -1.208 0.54
H 0.781 -2.739 -1.917 0.29
H 4.489 -2.744 -2.722 0.41
H 2.871 -2.921 -3.441 0.39
H 3.541 -4.205 -2.429 0.47
H 5.952 1.625 -2.961 0.35
H 5.902 1.796 -4.727 0.46
H 5.514 0.244 -3.970 0.31
H 4.501 3.642 -2.860 0.38
H 2.891 3.650 -3.606 0.14
H 4.339 3.697 -4.619 0.48
H 3.327 0.228 -5.208 0.31
H 3.611 1.821 -5.921 0.50
H 2.148 1.518 -4.967 0.22
H 0.208 3.666 0.672 0.20
H -1.068 2.725 1.472 0.63
H 0.021 3.797 -1.571 0.08
H -2.526 1.132 -3.703 0.71
H -3.886 -0.006 0.282 0.13
H -5.033 -1.015 -0.624 0.45
H -4.832 0.706 -1.026 0.33
H -2.086 -1.826 -0.314 0.07
H -1.728 -2.120 -2.021 0.21
H -3.257 -2.691 -1.325 0.52
H -4.343 0.166 -3.402 0.45
H -4.588 -1.531 -2.987 0.48
H -3.104 -1.040 -3.815 0.39
H 0.691 2.739 -4.774 0.06
H 0.888 4.088 -3.651 0.18
H 0.333 4.392 -5.306 0.38
H -1.571 2.032 -5.568 0.39
H -1.909 3.707 -6.024 0.46
H -3.028 2.847 -4.962 0.45
H -1.240 5.297 -2.766 0.30
H -2.820 4.730 -3.312 0.41
H -1.738 5.565 -4.445 0.45
C -3.613 -2.125 2.816 -1.11
N -2.186 -2.356 2.973 0.56
C -1.777 -3.573 2.976 -0.14
C -0.405 -3.946 3.066 -0.36
C 0.128 -5.242 3.137 -0.83
C 1.512 -5.094 3.183 -1.17
C 1.750 -3.716 3.131 -0.65
N 0.609 -3.016 3.068 0.43
C -4.321 -1.925 4.133 0.46
C -5.317 -2.795 4.561 -0.39
C -5.973 -2.586 5.767 -0.58
C -5.640 -1.501 6.563 -0.40
C -4.644 -0.627 6.145 -0.59
C -3.996 -0.836 4.939 -0.01
H -4.096 -2.942 2.265 0.61
H -3.712 -1.211 2.227 -0.26
H -2.496 -4.401 2.891 0.24
H -0.439 -6.163 3.140 0.46
H 2.256 -5.875 3.244 0.45
H 2.709 -3.212 3.139 0.51
H -5.589 -3.641 3.940 0.35
H -6.752 -3.269 6.083 0.36
H -6.152 -1.334 7.502 0.36
H -4.379 0.226 6.757 0.38
H -3.228 -0.152 4.596 0.32